# C56H47As2MnNO4PS2

A structure of composition C56H47As2MnNO4PS2 at a distorted geometry (ωB97M-V/def2-TZVPD, OMol25).

As for the spin multiplicity: 4. For the LUMO energy (spin up / spin down), the calculation gives -3.9 / -2.7 eV. As for the total energy: -252462.7497 eV. As for the net charge: +1. As for the HOMO-LUMO gap (spin up / spin down): 6.0605 / 7.3679 eV.

Geometry as XYZ:
```
114
Properties=species:S:1:pos:R:3:forces:R:3
Mn 0.235253 -0.007156 0.079504 -0.450 0.285 0.381
O 0.387703 -1.287021 1.500439 -0.149 -0.066 0.110
N -0.702610 -1.562771 2.254578 0.400 -0.100 -0.130
C -0.595788 -2.646470 3.058600 -0.039 0.075 -0.053
C -1.621533 -2.988658 3.886436 0.002 -0.075 0.055
C -2.778808 -2.200361 3.878691 -0.082 0.003 0.033
C -2.857091 -1.109441 3.053161 -0.068 0.045 0.012
C -1.787688 -0.762360 2.209236 -0.020 0.042 0.001
S -1.780213 0.600159 1.172865 0.035 -0.096 -0.042
H 0.341120 -3.176224 2.979052 -0.009 0.026 -0.024
H -1.522773 -3.857282 4.521712 -0.025 0.044 -0.024
H -3.614118 -2.454744 4.519234 0.042 0.020 -0.032
H -3.738849 -0.484998 3.019658 0.015 -0.020 0.011
O -0.746702 2.549811 -2.810638 -0.062 0.248 -0.136
C -0.628508 1.419217 -2.414809 0.282 -0.101 0.656
O -0.066812 1.209980 -1.213452 -0.143 0.142 -0.526
C -1.023209 0.241975 -3.232908 0.065 0.029 0.021
C -1.354422 0.500860 -4.563769 0.037 0.045 -0.027
C -1.664351 -0.520798 -5.438578 -0.023 -0.018 -0.005
C -1.639256 -1.832550 -4.979648 0.020 -0.084 0.053
C -1.317755 -2.105956 -3.660261 -0.041 -0.057 -0.132
C -1.020894 -1.071104 -2.769921 0.025 -0.225 0.133
S -0.746932 -1.626884 -1.111971 0.031 -0.029 -0.170
H -1.347982 1.532806 -4.888509 -0.004 -0.008 0.017
H -1.919630 -0.301258 -6.468263 0.022 -0.020 0.068
H -1.867192 -2.650499 -5.652687 0.004 0.028 0.035
H -1.299352 -3.131056 -3.304088 -0.005 0.081 -0.041
O 1.426407 1.257394 1.096053 -0.178 0.169 0.062
As 1.911180 2.629224 1.930252 0.207 -0.205 -0.165
C 3.796212 2.542935 2.143550 -0.091 0.078 -0.162
C 4.309622 1.685152 3.118056 0.377 -0.001 0.029
C 5.682108 1.506192 3.213310 -2.307 1.373 0.405
C 6.531323 2.179230 2.341160 -3.281 1.761 0.835
C 6.016123 3.028627 1.369648 -0.232 -0.137 0.338
C 4.642581 3.213453 1.265655 0.035 0.000 0.092
C 1.217501 2.634416 3.696437 -0.082 -0.094 0.194
C 1.792153 3.472524 4.649613 -0.119 -0.018 0.040
C 1.309954 3.453812 5.949202 -0.035 -0.022 0.011
C 0.270824 2.594525 6.291437 0.003 -0.005 -0.032
C -0.290214 1.755367 5.337092 0.015 0.022 0.026
C 0.183927 1.771392 4.031876 0.009 0.049 0.106
C 1.508267 4.227469 1.001366 -0.044 0.174 -0.078
C 2.021174 5.436840 1.473564 -0.134 0.037 -0.102
C 1.736887 6.603496 0.781358 -0.003 -0.049 -0.004
C 0.959371 6.552985 -0.372744 -0.002 0.005 -0.009
C 0.465289 5.343151 -0.839017 -0.001 0.052 -0.033
C 0.733784 4.168445 -0.148098 0.179 0.259 -0.001
H 3.646381 1.163567 3.796537 -0.099 -0.036 0.018
H 6.094337 0.840445 3.961604 -1.247 1.069 0.109
H 7.603155 2.036026 2.421333 -4.603 2.036 0.748
H 6.684525 3.547598 0.692786 0.029 0.013 -0.046
H 4.236079 3.878154 0.512718 -0.043 0.056 0.011
H 2.612999 4.131133 4.391909 0.018 -0.032 -0.012
H 1.747849 4.104591 6.696274 -0.027 -0.036 -0.031
H -0.099337 2.579744 7.309425 0.008 -0.001 -0.045
H -1.099231 1.087705 5.606999 0.017 0.017 0.009
H -0.244446 1.130973 3.272304 0.030 0.033 0.045
H 2.638190 5.475648 2.363211 0.008 -0.013 0.004
H 2.126540 7.549711 1.135049 -0.016 -0.026 -0.008
H 0.745288 7.466994 -0.914423 0.013 -0.045 0.031
H -0.121355 5.295965 -1.747745 -0.008 -0.004 0.033
H 0.376912 3.227465 -0.524674 -0.129 -0.222 -0.069
C 3.735252 -0.519398 0.449419 -0.085 -0.024 -0.119
C 5.128183 -0.675418 -0.173894 -0.215 -0.043 0.080
As 6.331875 -1.685204 1.004604 -0.024 -0.100 0.047
C 7.288305 -0.196578 1.841515 0.944 -0.705 -0.206
C 7.395702 -0.169217 3.227622 1.808 -1.016 -0.645
C 8.197093 0.783558 3.856789 1.421 -0.617 0.083
C 8.902352 1.705690 3.097177 2.646 -1.175 0.976
C 8.790587 1.691478 1.708447 3.680 -1.594 -1.846
C 7.985925 0.748193 1.086291 1.439 -1.046 -0.642
C 7.711138 -2.159848 -0.305313 0.070 0.117 -0.024
C 7.508318 -2.184554 -1.682975 0.149 -0.048 0.046
C 8.544031 -2.540725 -2.544967 -0.087 -0.004 0.088
C 9.786170 -2.883996 -2.036803 0.013 0.006 0.066
C 9.991156 -2.881322 -0.660805 -0.013 -0.002 -0.024
C 8.961373 -2.523764 0.196266 0.014 -0.016 -0.099
P 2.380028 -0.643453 -0.788052 0.433 -0.054 -0.104
C 2.590585 -2.324442 -1.429643 0.042 -0.020 0.094
C 3.271867 -2.635541 -2.602623 0.084 0.002 -0.030
C 3.494024 -3.964721 -2.947806 -0.024 0.074 -0.005
C 3.046518 -4.983668 -2.123007 0.008 -0.011 0.024
C 2.376898 -4.678898 -0.943362 0.002 0.002 -0.032
C 2.145870 -3.358377 -0.600382 0.004 -0.003 -0.007
C 2.768753 0.562626 -2.067639 -0.021 -0.052 0.014
C 3.359888 1.759890 -1.668876 0.032 0.014 -0.085
C 3.571352 2.771963 -2.591212 -0.022 -0.009 -0.010
C 3.186205 2.598470 -3.914139 0.005 0.011 0.003
C 2.579795 1.415030 -4.311488 -0.006 -0.026 0.034
C 2.365535 0.398270 -3.391250 -0.082 0.079 -0.045
H 3.621180 0.411403 1.001396 0.036 -0.173 -0.138
H 3.525023 -1.326968 1.154813 -0.044 -0.036 0.059
H 5.564564 0.282630 -0.450415 -0.021 0.074 0.003
H 5.071420 -1.274726 -1.075867 -0.080 -0.081 -0.152
H 6.865215 -0.902693 3.823991 0.065 -0.086 -0.027
H 8.285260 0.788226 4.936753 -0.025 0.048 -0.038
H 9.545235 2.430888 3.582538 -0.101 0.009 -0.062
H 9.343940 2.407650 1.112042 -0.046 -0.008 0.078
H 7.929282 0.727160 0.002958 0.019 -0.008 0.037
H 6.548918 -1.930265 -2.109484 -0.026 0.026 -0.049
H 8.373559 -2.549305 -3.615220 -0.002 0.010 0.048
H 10.593187 -3.153472 -2.706950 -0.031 -0.005 0.030
H 10.956754 -3.159175 -0.255105 -0.040 0.020 -0.018
H 9.139054 -2.522015 1.265622 0.002 0.020 0.022
H 3.651912 -1.851483 -3.246838 -0.037 -0.024 0.040
H 4.024673 -4.197605 -3.862072 -0.008 0.004 0.014
H 3.225466 -6.016693 -2.393099 -0.008 0.023 0.005
H 2.032894 -5.473493 -0.293480 0.001 0.017 -0.018
H 1.612756 -3.124890 0.314930 0.009 0.028 -0.040
H 3.648305 1.907263 -0.635792 -0.001 -0.015 -0.072
H 4.028901 3.701756 -2.275655 -0.005 -0.012 -0.008
H 3.350760 3.390493 -4.633948 -0.019 -0.021 0.022
H 2.257651 1.285190 -5.336898 0.012 0.000 0.021
H 1.853993 -0.503367 -3.705218 0.010 -0.023 0.012
```
Positions in Å, forces in eV/Å.

Atom charges from the Mulliken analysis, given in e for atoms 1 to 99: atom 1 (Mn): -0.1455, atom 2 (O): -0.0441, atom 3 (N): 0.1034, atom 4 (C): -0.2985, atom 5 (C): -0.8641, atom 6 (C): -0.2429, atom 7 (C): -0.8614, atom 8 (C): 0.6568, atom 9 (S): -0.6580, atom 10 (H): 0.4993, atom 11 (H): 0.4532, atom 12 (H): 0.4296, atom 13 (H): 0.4918, atom 14 (O): -0.6613, atom 15 (C): 0.3386, atom 16 (O): 0.6943, atom 17 (C): -0.0820, atom 18 (C): -0.9222, atom 19 (C): -0.7185, atom 20 (C): -0.6213, atom 21 (C): -0.8997, atom 22 (C): 1.2201, atom 23 (S): -0.3869, atom 24 (H): 0.5206, atom 25 (H): 0.4050, atom 26 (H): 0.4212, atom 27 (H): 0.4861, atom 28 (O): 1.4668, atom 29 (As): 1.5227, atom 30 (C): -0.0001, atom 31 (C): -1.1130, atom 32 (C): -0.7314, atom 33 (C): 0.6730, atom 34 (C): -1.3058, atom 35 (C): -0.3011, atom 36 (C): 0.0163, atom 37 (C): -0.3356, atom 38 (C): -0.7807, atom 39 (C): -0.5871, atom 40 (C): -0.6337, atom 41 (C): 0.0055, atom 42 (C): 0.3981, atom 43 (C): -0.2058, atom 44 (C): -0.7780, atom 45 (C): -0.4998, atom 46 (C): -0.8965, atom 47 (C): -0.0606, atom 48 (H): 0.5654, atom 49 (H): 0.2755, atom 50 (H): 0.2930, atom 51 (H): 0.4403, atom 52 (H): 0.5390, atom 53 (H): 0.2998, atom 54 (H): 0.4143, atom 55 (H): 0.4003, atom 56 (H): 0.4741, atom 57 (H): -0.1373, atom 58 (H): 0.3093, atom 59 (H): 0.4256, atom 60 (H): 0.4104, atom 61 (H): 0.5337, atom 62 (H): -0.1634, atom 63 (C): -1.0903, atom 64 (C): 0.5464, atom 65 (As): 0.0707, atom 66 (C): 1.1603, atom 67 (C): -1.3115, atom 68 (C): -0.4142, atom 69 (C): -0.6334, atom 70 (C): -0.7881, atom 71 (C): -0.7156, atom 72 (C): 0.3016, atom 73 (C): -0.0008, atom 74 (C): -0.7740, atom 75 (C): -0.4359, atom 76 (C): -0.6946, atom 77 (C): -0.4067, atom 78 (P): 0.9966, atom 79 (C): 1.2341, atom 80 (C): -0.7565, atom 81 (C): -0.8442, atom 82 (C): -0.7248, atom 83 (C): -0.7032, atom 84 (C): -0.8216, atom 85 (C): 1.1215, atom 86 (C): -0.2769, atom 87 (C): -0.7773, atom 88 (C): -1.0079, atom 89 (C): -0.9953, atom 90 (C): -0.3904, atom 91 (H): -0.3018, atom 92 (H): 1.4094, atom 93 (H): 0.4352, atom 94 (H): -0.3385, atom 95 (H): 0.6274, atom 96 (H): 0.4813, atom 97 (H): 0.4538, atom 98 (H): 0.5057, atom 99 (H): 0.4872